Model 1:
Entry from the Open Molecules 2025 dataset: the molecule C3H5NS (wB97M-V/def2-TZVPD).

```
10
Properties=species:S:1:pos:R:3
S -1.9517 0.2849 -0.3700
C -0.4893 -0.1514 0.2339
N 0.7639 0.2646 -0.2662
C 1.7705 -0.8030 -0.1945
C 1.7732 0.2630 0.7934
H -0.5483 -0.7621 1.0956
H 1.5617 -1.8014 0.1047
H 2.5725 -0.7845 -0.9105
H 1.4578 0.0196 1.8419
H 2.5097 1.0657 0.6559
```

Its highest occupied orbital energy is -8.82 eV. For the HOMO-LUMO gap, the calculation gives 8.718 eV. As for the SMILES: S=CN1CC1. The LUMO energy comes out at -0.10 eV.

Atom charges from the Löwdin analysis, given in e for atoms 1 to 2: 0.66, -0.71

---

Model 2:
Entry from the Open Molecules 2025 dataset: the molecule C3H5NS (wB97M-V/def2-TZVPD).

```
10
Properties=species:S:1:pos:R:3
C 0.7240 -1.7642 -0.2027
C 0.0082 -0.6918 0.3148
N -0.0018 0.5724 -0.1354
C -0.6898 1.6721 0.1899
S -0.8836 3.0501 -0.6716
H 0.6956 -2.7873 0.1922
H 1.2943 -1.6411 -1.1269
H -0.4189 -0.7214 1.2929
H 0.4974 0.8470 -1.0216
H -1.2253 1.4641 1.1685
```

Its highest occupied orbital energy is -8.59 eV. For the HOMO-LUMO gap, the calculation gives 8.726 eV. As for the SMILES: C=CNC=S. The LUMO energy comes out at 0.13 eV.

Atom charges from the Löwdin analysis, given in e for atoms 1 to 2: 0.03, -0.21

---

The structure with the greatest stability is model 2.

---

Model 1:
Entry from the Open Molecules 2025 dataset: C3H5NS as an isolated structure (wB97M-V/def2-TZVPD).

```
10
Properties=species:S:1:pos:R:3
C -0.9702 0.2466 -0.0511
C -0.0276 -0.8905 -0.0546
C 0.9942 0.2004 -0.0031
H -0.1750 -1.7118 -0.7929
H -0.3793 -1.2464 0.9631
H 1.5627 -0.0011 0.9906
H 1.8048 -0.1240 -0.8080
H -0.0884 2.1605 -0.2221
N -0.1008 1.2320 -0.0099
S -2.6202 0.1344 -0.0119
```

Its highest occupied orbital energy is -8.17 eV. For the HOMO-LUMO gap, the calculation gives 9.005 eV. The LUMO energy comes out at 0.84 eV.

Atom charges from the Löwdin analysis, given in e for atoms 1 to 2: -0.95, -0.21

---

Model 2:
Entry from the Open Molecules 2025 dataset: the molecule C3H5NS (wB97M-V/def2-TZVPD).

```
10
Properties=species:S:1:pos:R:3
C 1.3872 -0.0208 0.8079
C 0.4897 0.7315 0.1022
C -0.7018 0.3135 -0.6559
N -1.0772 -0.8958 -0.4813
S -1.6770 1.3000 -1.4468
H 2.2831 0.3334 1.2770
H 1.1912 -1.0719 0.9779
H 0.6536 1.8355 0.0469
H -2.0941 -1.0392 -0.6826
H -0.4547 -1.4862 0.0548
```

Its highest occupied orbital energy is -8.50 eV. For the HOMO-LUMO gap, the calculation gives 8.385 eV. As for the SMILES: C=CC(N)=S. The LUMO energy comes out at -0.11 eV.

Atom charges from the Löwdin analysis, given in e for atoms 1 to 2: 0.04, -0.17

---

Model 3:
Entry from the Open Molecules 2025 dataset: C3H5NS as an isolated structure (wB97M-V/def2-TZVPD).

```
10
Properties=species:S:1:pos:R:3
C -0.4569 1.1655 0.1108
C 0.0263 -0.2356 0.1380
C 1.3167 -0.9215 -0.0392
N -1.8431 0.8136 0.0083
S -1.5683 -0.8871 0.0047
H 0.0543 2.0627 -0.2677
H 1.6360 -0.8797 -1.1488
H 2.2158 -0.2759 0.3702
H 1.3224 -1.9486 0.3928
H -2.7031 1.1067 0.4310
```

Its highest occupied orbital energy is -7.85 eV. For the HOMO-LUMO gap, the calculation gives 8.492 eV. The LUMO energy comes out at 0.64 eV.

Atom charges from the Löwdin analysis, given in e for atoms 1 to 2: -0.19, -0.63

---

Model 4:
Entry from the Open Molecules 2025 dataset: the molecule C3H5NS (wB97M-V/def2-TZVPD).

```
10
Properties=species:S:1:pos:R:3
C -0.5926 -1.2144 -0.0009
N 0.6072 -1.6433 0.1013
S 1.8326 -0.5181 -0.1438
C 0.7571 0.8568 0.1644
C -0.6818 0.2641 -0.2335
H -1.4412 -1.9001 0.0848
H 0.8303 1.1604 1.2080
H 0.9235 1.7230 -0.3837
H -1.4141 0.7314 0.4694
H -0.8210 0.5402 -1.2660
```

Its highest occupied orbital energy is -8.45 eV. For the HOMO-LUMO gap, the calculation gives 9.451 eV. As for the SMILES: C1=NSCC1. The LUMO energy comes out at 1.00 eV.

Atom charges from the Löwdin analysis, given in e for atoms 1 to 2: -0.26, -0.33

---

The structure with the greatest stability is model 4.

---

Model 1:
Entry from the Open Molecules 2025 dataset: the molecule C3H5NS (wB97M-V/def2-TZVPD).

```
10
Properties=species:S:1:pos:R:3
C 1.7837 0.4885 -0.4060
N 0.7725 0.4565 0.2916
C -0.2740 -0.3191 0.7294
C -1.4580 -0.1560 -0.1244
S -0.2869 -1.0947 2.2073
H 2.5464 1.2438 -0.2900
H 1.9681 -0.3892 -1.0723
H -2.4368 -0.5385 0.1125
H -1.4812 0.9014 -0.3663
H -1.1338 -0.5928 -1.0818
```

Its highest occupied orbital energy is -8.42 eV. For the HOMO-LUMO gap, the calculation gives 8.777 eV. As for the SMILES: C=NC(C)=S. The LUMO energy comes out at 0.36 eV.

Atom charges from the Löwdin analysis, given in e for atoms 1 to 2: -0.01, -0.02

---

Model 2:
Entry from the Open Molecules 2025 dataset: the molecule C3H5NS (wB97M-V/def2-TZVPD).

```
10
Properties=species:S:1:pos:R:3
N -1.5228 1.8113 -0.8990
C -1.3096 0.6501 -0.7167
C -0.4681 -0.5449 -0.6035
C 0.5036 -0.4682 0.6596
S 1.7274 0.8888 0.8628
H 0.2450 -0.7591 -1.3878
H -1.0239 -1.3648 -0.2405
H -0.0967 -0.5007 1.5720
H 0.9941 -1.3986 0.6114
H 0.9509 1.6861 0.1416
```

Its highest occupied orbital energy is -9.41 eV. For the HOMO-LUMO gap, the calculation gives 10.062 eV. As for the SMILES: N#CCCS. The LUMO energy comes out at 0.65 eV.

Atom charges from the Löwdin analysis, given in e for atoms 1 to 2: 0.14, -0.21

---

Model 3:
Entry from the Open Molecules 2025 dataset: a 2-piece molecular cluster, C3H5NS overall (wB97M-V/def2-TZVPD).

```
10
Properties=species:S:1:pos:R:3
C -1.1656 -0.5534 1.1057
C -1.0363 0.7815 0.4833
N -1.0246 1.7928 -0.0247
H -1.6760 -1.1354 0.3234
H -1.7942 -0.5228 2.0216
H -0.1675 -0.9166 1.2996
C 2.6438 0.8865 -0.1843
S 2.5059 -0.6985 -0.2594
H 3.6105 1.1735 0.4286
H 2.1653 1.6280 -0.6736
```

Its highest occupied orbital energy is -8.94 eV. For the HOMO-LUMO gap, the calculation gives 8.464 eV. As for the SMILES: CC#N.C=S. The LUMO energy comes out at -0.47 eV.

Atom charges from the Löwdin analysis, given in e for atoms 1 to 2: -0.07, -0.30

---

The structure with the greatest stability is model 2.